Entry 1:
The following is a quantum chemistry calculation of 2 unconnected molecules or ions with the total composition C11H15N, from OMol25.

Bonds (Å) are listed after each position.
Element x y z (Å)
1 C -1.379 -2.897 -1.348  C4 1.504, H16 1.110, H17 1.107, H19 1.119
2 C 0.455 -0.571 0.872  C3 1.402, C6 1.420, N10 1.409
3 C -0.690 -0.940 0.152  C2 1.402, C4 1.419, C8 1.419
4 C -0.354 -2.111 -0.577  C1 1.504, C3 1.419, C5 1.380
5 C 1.009 -2.292 -0.454  C4 1.380, N10 1.397, H13 1.092
6 C 0.543 0.588 1.687  C2 1.420, C7 1.386, H12 1.059
7 C -0.628 1.319 1.797  C6 1.386, C9 1.414, H14 1.076
8 C -1.905 -0.312 0.529  C3 1.419, C9 1.385, H15 1.054
9 C -1.862 0.833 1.307  C7 1.414, C8 1.385, H18 1.078
10 N 1.547 -1.325 0.398  C2 1.409, C5 1.397, H11 1.011
11 H 2.431 -1.206 0.872  N10 1.011
12 H 1.319 0.794 2.379  C6 1.059
13 H 1.524 -3.165 -0.861  C5 1.092
14 H -0.678 2.032 2.601  C7 1.076
15 H -2.687 -0.634 -0.100  C8 1.054
16 H -1.884 -3.697 -0.767  C1 1.110
17 H -1.002 -3.411 -2.253  C1 1.107
18 H -2.709 1.486 1.444  C9 1.078
19 H -2.314 -2.323 -1.568  C1 1.119
20 C 1.138 2.817 -0.926  C21 1.524, H22 1.103, H23 1.070, H24 1.064
21 C 1.541 3.563 -2.191  C20 1.524, H25 1.065, H26 1.122, H27 1.078
22 H 0.522 3.495 -0.313  C20 1.103
23 H 0.473 2.050 -1.264  C20 1.070
24 H 1.876 2.569 -0.201  C20 1.064
25 H 2.566 3.438 -2.456  C21 1.065
26 H 1.319 4.649 -2.018  C21 1.122
27 H 0.935 3.337 -3.054  C21 1.078

## Properties
Relative energy (zero: lowest compared OMol25 entry of this formula, charge and spin)   138.4 kJ/mol
Total energy   -482.8625 Eh
SMILES   Cc1c[nH]c2ccccc12.CC
HOMO level   -7.831 eV
Kohn-Sham gap   8.76 eV



Entry 2:
The following is a quantum chemistry calculation of 2 unconnected molecules or ions with the total composition C11H15N, from OMol25.

Bonds (Å) are listed after each position.
Element x y z (Å)
1 C -1.925 1.423 -1.064  C2 1.535, H3 1.011, H4 1.113, H5 1.087
2 C -1.357 2.849 -1.029  C1 1.535, H6 1.124, H7 1.102, H8 1.085
3 H -1.621 0.653 -0.483  C1 1.011
4 H -3.039 1.436 -1.054  C1 1.113
5 H -1.724 1.071 -2.073  C1 1.087
6 H -0.420 2.912 -1.647  C2 1.124
7 H -1.161 3.229 -0.013  C2 1.102
8 H -2.141 3.474 -1.446  C2 1.085
9 C -0.678 -1.919 2.689  C11 1.523, H21 1.170, H22 1.157, H27 1.080
10 C 0.615 0.442 2.208  C11 1.370, N18 1.421, H19 1.124
11 C -0.014 -0.752 1.971  C9 1.523, C10 1.370, C13 1.603
12 C 1.091 0.112 -0.042  C13 1.353, C14 1.510, N18 1.476
13 C 0.434 -0.965 0.447  C11 1.603, C12 1.353, C15 1.400
14 C 1.903 0.097 -1.315  C12 1.510, C16 1.360, H23 1.028
15 C 0.404 -2.081 -0.398  C13 1.400, C17 1.337, H24 1.039
16 C 1.850 -1.051 -2.042  C14 1.360, C17 1.421, H25 1.086
17 C 1.035 -2.117 -1.575  C15 1.337, C16 1.421, H26 1.042
18 N 1.135 1.095 1.058  C10 1.421, C12 1.476, H20 1.011
19 H 0.744 0.923 3.215  C10 1.124
20 H 1.913 1.735 1.153  N18 1.011
21 H -1.525 -2.204 1.933  C9 1.170
22 H -0.973 -1.450 3.704  C9 1.157
23 H 2.210 0.898 -1.882  C14 1.028
24 H -0.091 -2.899 0.008  C15 1.039
25 H 2.217 -1.036 -3.064  C16 1.086
26 H 1.347 -2.980 -2.070  C17 1.042
27 H -0.230 -2.895 2.813  C9 1.080

## Properties
Relative energy (zero: lowest compared OMol25 entry of this formula, charge and spin)   275.2 kJ/mol
Total energy   -482.8104 Eh
SMILES   Cc1c[nH]c2ccccc12.CC
HOMO level   -8.168 eV
Kohn-Sham gap   9.10 eV



Entry 3:
The following is a quantum chemistry calculation of 2 unconnected molecules or ions with the total composition C11H15N, from OMol25.

Bonds (Å) are listed after each position.
Element x y z (Å)
1 C 1.619 2.945 0.720  C2 1.535, H3 1.086, H4 1.088, H5 1.080
2 C 0.427 3.879 0.969  C1 1.535, H6 1.077, H7 1.091, H8 1.091
3 H 1.417 2.237 -0.079  C1 1.086
4 H 2.570 3.469 0.652  C1 1.088
5 H 1.721 2.355 1.618  C1 1.080
6 H 0.383 4.637 0.207  C2 1.077
7 H 0.492 4.300 1.974  C2 1.091
8 H -0.485 3.281 1.007  C2 1.091
9 C 0.274 -1.754 -2.932  C11 1.494, H22 1.089, H23 1.063, H27 1.090
10 C -0.635 -1.445 -0.511  C11 1.453, C12 1.387, C14 1.395
11 C 0.273 -2.053 -1.468  C9 1.494, C10 1.453, C13 1.346
12 C -0.229 -1.888 0.740  C10 1.387, C17 1.400, N18 1.363
13 C 1.178 -2.758 -0.763  C11 1.346, N18 1.397, H24 1.078
14 C -1.599 -0.464 -0.740  C10 1.395, C15 1.389, H19 1.077
15 C -2.153 0.118 0.393  C14 1.389, C16 1.397, H20 1.079
16 C -1.764 -0.353 1.649  C15 1.397, C17 1.378, H21 1.077
17 C -0.812 -1.324 1.881  C12 1.400, C16 1.378, H26 1.079
18 N 0.822 -2.743 0.587  C12 1.363, C13 1.397, H25 0.992
19 H -1.855 -0.198 -1.752  C14 1.077
20 H -2.905 0.862 0.180  C15 1.079
21 H -2.321 0.021 2.491  C16 1.077
22 H 1.015 -2.369 -3.442  C9 1.089
23 H 0.344 -0.722 -3.173  C9 1.063
24 H 2.032 -3.315 -1.113  C13 1.078
25 H 1.360 -3.074 1.352  N18 0.992
26 H -0.484 -1.558 2.882  C17 1.079
27 H -0.687 -2.084 -3.327  C9 1.090

## Properties
Relative energy (zero: lowest compared OMol25 entry of this formula, charge and spin)   47.2 kJ/mol
Total energy   -482.8972 Eh
SMILES   Cc1c[nH]c2ccccc12.CC
HOMO level   -7.896 eV
Kohn-Sham gap   8.81 eV



Entry 4:
The following is a quantum chemistry calculation of a gas-phase ion, C11H15N2 (charge +1), from OMol25.

Bonds (Å) are listed after each position.
Element x y z (Å)
1 C -0.647 -2.434 -1.833  C2 1.413, C3 1.392, H14 1.024
2 C -1.003 -2.948 -0.566  C1 1.413, C4 1.390, H15 1.072
3 C -0.341 -1.078 -1.894  C1 1.392, C5 1.410, H16 1.143
4 C -0.909 -2.190 0.596  C2 1.390, C6 1.397, H17 1.071
5 C -0.138 -0.312 -0.728  C3 1.410, C6 1.422, C7 1.857, C8 1.559
6 C -0.316 -0.926 0.543  C4 1.397, C5 1.422, N12 1.344
7 C -1.327 1.073 -1.068  C5 1.857, C8 1.406, N13 1.218
8 C 0.053 1.230 -0.849  C5 1.559, C7 1.406, C9 1.573, C10 1.520
9 C 0.133 2.067 0.480  C8 1.573, H18 1.030, H19 1.001, H20 1.047
10 C 1.015 1.713 -1.921  C8 1.520, H21 1.082, H22 1.069, H23 1.163
11 C 0.332 -0.826 3.009  N12 1.485, H24 1.163, H25 1.043, H26 1.063
12 N 0.356 -0.408 1.585  C6 1.344, C11 1.485, H27 1.007
13 N -2.531 1.245 -0.997  C7 1.218, H28 1.012
14 H -0.585 -2.854 -2.764  C1 1.024
15 H -1.495 -3.898 -0.504  C2 1.072
16 H -0.207 -0.568 -2.908  C3 1.143
17 H -1.034 -2.832 1.444  C4 1.071
18 H 1.111 2.031 0.801  C9 1.030
19 H -0.531 1.695 1.130  C9 1.001
20 H 0.054 3.052 0.136  C9 1.047
21 H 0.470 2.472 -2.467  C10 1.082
22 H 1.147 0.848 -2.537  C10 1.069
23 H 2.055 2.000 -1.488  C10 1.163
24 H 0.530 -1.971 2.973  C11 1.163
25 H 1.085 -0.325 3.529  C11 1.043
26 H -0.659 -0.634 3.344  C11 1.063
27 H 1.156 0.139 1.311  N12 1.007
28 H -3.379 0.698 -0.931  N13 1.012

## Properties
Relative energy (zero: lowest compared OMol25 entry of this formula, charge and spin)   314.4 kJ/mol
Total energy   -537.2928 Eh
SMILES   [H]/N=C1/C(C)(C)[C@]12C=CC=C/C2=[NH+]\C
HOMO level (alpha / beta)   -11.758 / -11.757 eV
Kohn-Sham gap (alpha / beta)   7.83 / 7.83 eV
Charge   +1